--- i ---
Molecular formula: C24H28ClN3O4S
Method: DFT, ωB97M-V/def2-TZVPD

Geometry as ORCA input:
```
! wB97M-V def2-TZVPD RIJCOSX def2/J DEFGRID3
* xyz 0 1
C -2.80 -0.95 3.02
C -3.91 -0.70 2.03
O -5.06 -0.53 2.39
N -3.61 -0.77 0.69
C -4.79 -0.83 -0.18
C -4.45 -1.22 -1.61
C -3.37 -2.29 -1.60
C -2.16 -1.65 -1.01
C -0.89 -1.76 -1.56
C 0.17 -1.08 -1.01
S 1.78 -1.25 -1.77
O 1.82 -2.51 -2.46
O 2.09 -0.07 -2.54
N 2.79 -1.18 -0.47
C 2.66 -2.10 0.63
C 2.97 -1.35 1.93
C 4.34 -0.66 1.85
C 4.45 0.20 0.58
C 3.59 1.46 0.72
O 3.62 2.11 1.75
N 2.87 1.83 -0.36
C 2.16 3.09 -0.40
C 0.68 2.91 -0.61
C -0.24 3.30 0.37
C -1.60 3.14 0.17
C -2.04 2.58 -1.02
Cl -3.74 2.37 -1.27
C -1.15 2.18 -2.00
C 0.20 2.35 -1.79
C 4.13 -0.68 -0.63
C -0.01 -0.23 0.06
C -1.27 -0.11 0.63
C -2.34 -0.84 0.12
H -1.99 -1.53 2.61
H -3.24 -1.47 3.87
H -2.41 0.00 3.40
H -5.29 0.14 -0.15
H -5.48 -1.56 0.26
H -5.36 -1.57 -2.11
H -4.09 -0.35 -2.16
H -3.16 -2.66 -2.60
H -3.70 -3.14 -0.99
H -0.72 -2.40 -2.41
H 3.35 -2.95 0.51
H 1.64 -2.49 0.63
H 2.20 -0.59 2.09
H 2.95 -2.04 2.77
H 4.48 -0.02 2.72
H 5.12 -1.42 1.84
H 5.49 0.56 0.50
H 2.75 1.23 -1.16
H 2.35 3.59 0.56
H 2.57 3.70 -1.21
H 0.12 3.73 1.29
H -2.30 3.44 0.92
H -1.51 1.74 -2.92
H 0.90 2.04 -2.55
H 4.85 -1.51 -0.68
H 4.19 -0.13 -1.57
H 0.82 0.33 0.45
H -1.41 0.57 1.45
*
```

Calculated values
Gap between HOMO and LUMO in Ha: 0.3398



--- ii ---
Molecular formula: C24H28ClN3O4S
Method: DFT, ωB97M-V/def2-TZVPD

Geometry as ORCA input:
```
! wB97M-V def2-TZVPD RIJCOSX def2/J DEFGRID3
* xyz 0 1
C 2.99 1.15 4.36
O 2.44 -0.09 4.00
C 2.69 -0.47 2.67
C 1.80 0.25 1.63
N 0.86 -0.64 0.99
C -0.49 -0.80 1.22
C -1.27 -0.16 2.27
C -2.60 0.17 2.00
C -3.39 0.76 2.96
C -2.86 1.04 4.21
Cl -3.84 1.80 5.41
C -1.55 0.69 4.50
C -0.76 0.09 3.54
C -0.91 -1.69 0.26
N 0.12 -2.08 -0.52
C 1.17 -1.43 -0.07
S 2.80 -1.53 -0.69
C 2.68 -3.01 -1.76
C 2.15 -2.68 -3.15
O 2.87 -2.63 -4.12
N 0.81 -2.52 -3.18
C 0.12 -2.08 -4.36
C 0.37 -0.58 -4.64
C 0.19 0.24 -3.40
C 1.27 0.80 -2.75
C 1.09 1.52 -1.59
C -0.17 1.68 -1.02
O -0.19 2.37 0.17
C -1.32 3.14 0.51
C -1.28 1.11 -1.66
O -2.51 1.26 -1.08
C -3.64 0.74 -1.74
C -1.08 0.41 -2.85
H 2.56 1.98 3.77
H 4.08 1.15 4.22
H 2.76 1.30 5.41
H 3.75 -0.32 2.42
H 2.49 -1.55 2.63
H 1.23 1.05 2.10
H 2.42 0.68 0.84
H -3.01 -0.03 1.02
H -4.42 1.02 2.74
H -1.14 0.89 5.49
H 0.24 -0.21 3.80
H -1.89 -2.11 0.11
H 2.05 -3.73 -1.25
H 3.70 -3.37 -1.84
H 0.34 -2.44 -2.27
H 0.48 -2.66 -5.21
H -0.94 -2.27 -4.22
H -0.32 -0.26 -5.43
H 1.39 -0.47 -5.01
H 2.27 0.68 -3.16
H 1.93 1.98 -1.09
H -2.14 2.52 0.87
H -0.99 3.80 1.31
H -1.66 3.74 -0.34
H -3.58 -0.35 -1.83
H -4.49 1.01 -1.12
H -3.77 1.18 -2.73
H -1.92 -0.04 -3.35
*
```

Calculated values
Gap between HOMO and LUMO in Ha: 0.3083



We find i to be the most stable, with the next structure 175.5 kJ/mol higher.



--- i ---
Molecular formula: C3H2N2S
Method: DFT, ωB97M-V/def2-TZVPD

Geometry as ORCA input:
```
! wB97M-V def2-TZVPD RIJCOSX def2/J DEFGRID3
* xyz 0 1
S -2.24 0.73 -0.48
C -0.69 0.33 -0.03
C 0.67 0.84 -0.42
N 1.67 0.17 0.01
N 1.09 -1.09 0.50
C -0.24 -0.99 0.58
H 0.69 1.73 -1.01
H -0.93 -1.73 0.85
*
```

Calculated values
Gap between HOMO and LUMO in Ha: 0.2635



--- ii ---
Molecular formula: C3H2N2S
Method: DFT, ωB97M-V/def2-TZVPD

Geometry as ORCA input:
```
! wB97M-V def2-TZVPD RIJCOSX def2/J DEFGRID3
* xyz 0 1
S -3.53 0.68 -0.08
C -2.02 0.35 0.06
N -0.90 0.10 0.39
C 0.60 0.10 0.34
C 1.57 -0.41 -0.64
N 1.08 -1.18 0.25
H 0.86 0.80 1.10
H 2.34 -0.44 -1.41
*
```

Calculated values
Gap between HOMO and LUMO in Ha: 0.3552



--- iii ---
Molecular formula: C3H2N2S
Method: DFT, ωB97M-V/def2-TZVPD

Geometry as ORCA input:
```
! wB97M-V def2-TZVPD RIJCOSX def2/J DEFGRID3
* xyz 0 1
C 1.60 0.21 0.00
N 1.07 0.11 1.15
C -0.32 0.00 0.76
S -1.14 -1.49 0.00
C -0.32 0.01 -0.76
N 1.07 0.12 -1.15
H -0.98 0.51 1.44
H -0.99 0.52 -1.43
*
```

Calculated values
Gap between HOMO and LUMO in Ha: 0.2431



We find i to be the most stable, with the next structure 24.5 kJ/mol higher.



--- i ---
Molecular formula: C14H16O
Method: DFT, ωB97M-V/def2-TZVPD

Geometry as ORCA input:
```
! wB97M-V def2-TZVPD RIJCOSX def2/J DEFGRID3
* xyz 0 1
C -2.65 -0.95 3.84
C -1.75 -1.43 2.76
C -1.03 -0.51 1.93
C -0.28 -0.86 0.86
C -0.20 -2.25 0.71
O 0.43 -2.87 -0.44
C -0.75 -3.18 1.62
C -1.49 -2.81 2.68
H -3.57 -1.57 4.02
H -3.10 -0.04 3.45
H -2.01 -0.79 4.67
H -1.08 0.63 2.18
H 0.27 -0.08 0.37
H 0.83 -2.06 -0.99
H -0.54 -4.23 1.37
H -1.89 -3.51 3.42
C 1.06 3.62 -0.99
C 1.10 2.40 -1.80
C 0.22 1.36 -1.75
C 0.36 0.30 -2.53
C 1.47 0.01 -3.30
C 2.48 0.93 -3.33
C 2.21 2.15 -2.59
H 0.25 4.17 -1.34
H 1.87 4.47 -1.12
H 0.97 3.50 0.12
H -0.48 1.29 -0.96
H -0.43 -0.50 -2.49
H 1.35 -0.97 -3.86
H 3.33 0.95 -3.92
H 3.05 2.83 -2.60
*
```

Calculated values
Gap between HOMO and LUMO in Ha: 0.3279



--- ii ---
Molecular formula: C14H16O
Method: DFT, ωB97M-V/def2-TZVPD

Geometry as ORCA input:
```
! wB97M-V def2-TZVPD RIJCOSX def2/J DEFGRID3
* xyz 0 1
C -2.84 0.68 0.91
C -2.42 -0.11 -0.29
C -1.28 0.11 -1.12
C -0.81 -0.87 -1.95
C -1.67 -2.00 -2.17
O -1.41 -2.96 -3.11
C -2.88 -2.13 -1.56
C -3.24 -1.19 -0.54
H -3.87 1.04 0.77
H -2.26 1.60 1.05
H -2.81 0.18 1.89
H -0.82 1.05 -0.93
H 0.01 -0.84 -2.62
H -0.80 -2.96 -3.85
H -3.62 -2.80 -1.95
H -4.19 -1.41 -0.05
C 3.26 1.15 -0.92
C 2.54 1.07 0.43
C 1.14 1.28 0.56
C 0.70 1.00 1.87
C 1.56 0.51 2.85
C 2.90 0.16 2.72
C 3.33 0.66 1.47
H 3.58 0.15 -1.17
H 3.96 1.95 -1.10
H 2.46 1.24 -1.67
H 0.53 1.41 -0.28
H -0.35 1.14 2.16
H 1.26 0.64 3.92
H 3.61 -0.18 3.43
H 4.41 0.44 1.28
*
```

Calculated values
Gap between HOMO and LUMO in Ha: 0.3326



--- iii ---
Molecular formula: C14H16O
Method: DFT, ωB97M-V/def2-TZVPD

Geometry as ORCA input:
```
! wB97M-V def2-TZVPD RIJCOSX def2/J DEFGRID3
* xyz 0 1
C 3.22 -1.19 1.32
C 2.38 -1.35 0.05
C 1.21 -0.64 -0.10
C 0.38 -0.96 -1.18
C 0.73 -1.96 -2.05
O -0.12 -2.28 -3.10
C 1.95 -2.60 -1.93
C 2.82 -2.30 -0.88
H 4.11 -0.59 1.11
H 3.23 -2.11 1.90
H 2.61 -0.54 1.95
H 0.84 0.05 0.65
H -0.58 -0.49 -1.33
H -0.38 -3.21 -2.98
H 2.18 -3.40 -2.62
H 3.71 -2.88 -0.74
C 0.09 2.76 0.36
C -1.26 2.09 0.54
C -1.93 1.49 -0.51
C -3.19 0.88 -0.29
C -3.74 0.83 0.96
C -2.96 1.28 2.04
C -1.80 1.97 1.83
H -0.07 3.84 0.44
H 0.43 2.53 -0.63
H 0.81 2.49 1.13
H -1.63 1.63 -1.54
H -3.55 0.54 -1.24
H -4.76 0.55 1.17
H -3.42 1.12 3.01
H -1.30 2.47 2.66
*
```

Calculated values
Gap between HOMO and LUMO in Ha: 0.3508



We find iii to be the most stable, with the next structure 133.1 kJ/mol higher.



--- i ---
Molecular formula: C5H12O3
Method: DFT, ωB97M-V/def2-TZVPD

Geometry as ORCA input:
```
! wB97M-V def2-TZVPD RIJCOSX def2/J DEFGRID3
* xyz 0 1
C -0.88 2.27 1.07
C -0.32 1.48 -0.10
C -0.71 0.21 -0.32
C 0.05 -0.65 -1.29
C 1.27 -0.42 -1.71
O 1.90 -0.92 -2.73
H -1.88 2.60 1.00
H -0.78 1.80 2.04
H -0.21 3.19 1.09
H 0.37 2.12 -0.62
H -1.57 -0.19 0.20
H -0.61 -1.43 -1.57
H 1.87 0.52 -1.40
H 1.56 -1.84 -2.80
O 1.25 0.54 2.69
H 0.68 -0.12 3.07
H 2.01 -0.05 2.51
O -1.16 -3.33 -0.59
H -0.66 -2.56 -0.07
H -2.17 -3.21 -0.47
*
```

Calculated values
Gap between HOMO and LUMO in Ha: 0.3117



--- ii ---
Molecular formula: C5H12O3
Method: DFT, ωB97M-V/def2-TZVPD

Geometry as ORCA input:
```
! wB97M-V def2-TZVPD RIJCOSX def2/J DEFGRID3
* xyz 0 1
C 1.07 -2.23 -3.01
C -0.07 -1.25 -3.15
O -1.05 -1.80 -2.28
C -0.86 -3.20 -2.30
O 0.38 -3.48 -2.93
H 1.77 -2.27 -3.87
H 1.67 -2.05 -2.10
H -0.44 -1.19 -4.19
H 0.16 -0.22 -2.82
H -0.89 -3.58 -1.26
H -1.66 -3.72 -2.87
C -0.20 3.60 3.06
C 0.08 2.44 4.00
O 0.78 1.37 3.36
H 0.75 3.98 2.64
H -0.69 4.43 3.61
H -0.85 3.29 2.23
H 0.74 2.76 4.83
H -0.87 2.07 4.45
H 0.22 1.05 2.62
*
```

Calculated values
Gap between HOMO and LUMO in Ha: 0.3863



--- iii ---
Molecular formula: C5H12O3
Method: DFT, ωB97M-V/def2-TZVPD

Geometry as ORCA input:
```
! wB97M-V def2-TZVPD RIJCOSX def2/J DEFGRID3
* xyz 0 1
C -0.96 -1.18 0.40
C 0.15 0.08 -0.89
C 0.34 0.70 0.34
C 1.12 -0.88 -1.50
C -0.57 1.73 0.92
O -2.15 -0.76 0.95
O -0.13 -1.85 1.30
O 1.36 1.89 -0.97
H -1.97 -0.27 1.76
H -0.54 -2.69 1.54
H 2.29 1.62 -1.05
H -1.22 -1.81 -0.46
H -0.64 0.46 -1.51
H 1.14 0.32 0.98
H 0.63 -1.81 -1.82
H 1.57 -0.42 -2.38
H 1.92 -1.15 -0.80
H -1.45 1.89 0.29
H -0.01 2.67 0.97
H -0.88 1.47 1.93
*
```

Calculated values
Gap between HOMO and LUMO (spin up / spin down) in Ha: 0.2943 / 0.2942



--- iv ---
Molecular formula: C5H12O3
Method: DFT, ωB97M-V/def2-TZVPD

Geometry as ORCA input:
```
! wB97M-V def2-TZVPD RIJCOSX def2/J DEFGRID3
* xyz 0 1
C 0.89 -2.57 0.24
C 1.25 -1.16 -0.34
O 0.40 -0.20 0.24
C -0.76 -0.03 -0.36
O -1.23 -0.72 -1.25
C -1.45 1.21 0.23
C -2.83 1.56 -0.32
H 1.19 -2.55 1.30
H 1.55 -3.26 -0.30
H -0.15 -2.95 0.18
H 1.11 -1.24 -1.44
H 2.32 -0.92 -0.16
H -1.58 1.08 1.32
H -0.72 2.03 0.07
H -3.27 0.60 -0.62
H -2.78 2.22 -1.20
H -3.49 2.03 0.44
O 3.29 1.40 0.97
H 2.93 2.31 0.99
H 3.33 1.17 0.02
*
```

Calculated values
Gap between HOMO and LUMO in Ha: 0.4034



We find iv to be the most stable, with the next structure 123.9 kJ/mol higher.



--- i ---
Molecular formula: C5H12O3
Method: DFT, ωB97M-V/def2-TZVPD

Geometry as ORCA input:
```
! wB97M-V def2-TZVPD RIJCOSX def2/J DEFGRID3
* xyz 0 1
C -0.85 0.79 -0.10
C -0.61 0.99 -1.58
C -2.21 0.21 0.22
C 0.33 -0.75 0.95
O 0.37 -1.79 0.04
O -0.05 -0.87 2.10
H 0.64 -2.62 0.45
H -0.70 1.71 0.47
H -2.31 -0.02 1.29
H -3.00 0.92 -0.04
H -0.68 0.04 -2.10
H 0.37 1.42 -1.79
H -1.36 1.67 -2.00
H -2.38 -0.72 -0.33
C 2.06 -0.10 0.81
O 2.68 -0.42 -0.37
H 2.68 -1.16 -1.00
H 2.41 -0.67 1.67
H 2.14 0.97 1.01
H 0.47 0.39 0.30
*
```

Calculated values
Gap between HOMO and LUMO in Ha: 0.3172



--- ii ---
Molecular formula: C5H12O3
Method: DFT, ωB97M-V/def2-TZVPD

Geometry as ORCA input:
```
! wB97M-V def2-TZVPD RIJCOSX def2/J DEFGRID3
* xyz 0 1
C 1.19 1.24 0.35
C 0.47 -0.08 0.31
C 0.86 -0.96 -0.80
O 0.13 -2.14 -0.90
O 2.36 -1.31 -0.37
C -1.21 0.12 -0.07
C -1.89 0.71 1.15
O -1.39 0.99 -1.16
H 1.34 1.55 1.38
H 2.15 1.20 -0.15
H 0.64 2.04 -0.16
H 0.50 -0.62 1.26
H 1.02 -0.44 -1.75
H 0.56 -2.71 -1.55
H 2.33 -1.86 0.42
H -1.70 -0.84 -0.31
H -1.73 0.07 2.01
H -1.51 1.71 1.34
H -2.97 0.78 0.97
H -1.13 0.54 -1.96
*
```

Calculated values
Gap between HOMO and LUMO in Ha: 0.3693



We find ii to be the most stable, with the next structure 335.7 kJ/mol higher.